No. 1
Here is a gas-phase ion, C2H7N3S2 (charge +2) in a non-equilibrium geometry from the OMol25 dataset. Energies are from ωB97M-V with the def2-TZVPD basis set.

```
14
Properties=species:S:1:pos:R:3:nbo_charge:R:1
C 1.39 0.92 0.26 0.42
C -0.61 -0.37 -0.15 0.34
N -1.02 -1.60 0.05 -0.68
N 2.64 1.00 0.24 -0.61
N 0.74 -0.19 -0.40 -0.58
S -3.42 0.24 0.25 0.01
S -1.63 1.03 -0.18 0.32
H 0.66 1.78 0.51 0.29
H -0.44 -2.43 -0.10 0.45
H -1.94 -1.82 0.43 0.47
H 3.17 1.88 0.60 0.49
H 3.33 0.39 -0.02 0.45
H 1.21 -1.06 -0.61 0.44
H -4.06 0.23 -0.87 0.19
```

Properties
* energy above the lowest of the compared OMol25 structures with the same formula, charge and spin: 0.000 eV
* net charge: +2
* LUMO energy: -9.24 eV
* frontier orbital gap: 8.87 eV

No. 2
Here is a molecular structure, C33H32ClN5O3PdS3 in a non-equilibrium geometry from the OMol25 dataset. Energies are from ωB97M-V with the def2-TZVPD basis set.

```
78
Properties=species:S:1:pos:R:3:lowdin_charge:R:1
Pd -1.17 -1.03 -0.57 1.15
C -2.10 0.24 2.90 -0.02
C -0.93 -0.65 2.72 -0.55
N -0.65 -1.29 1.63 0.04
C 0.50 -2.04 1.75 -0.28
C 1.12 -1.96 3.01 -0.27
S 0.24 -0.94 4.01 1.21
C 0.86 -2.85 0.67 -0.27
C 1.93 -3.78 0.59 -0.24
S 1.81 -4.65 -0.82 1.23
C 0.34 -3.79 -1.27 -0.52
N 0.03 -2.86 -0.42 -0.02
C -0.49 -4.22 -2.41 -0.03
H -2.51 0.49 1.92 0.08
H -1.84 1.15 3.43 0.10
H -2.87 -0.28 3.48 0.11
H 2.02 -2.45 3.36 0.11
H 2.72 -3.97 1.32 0.11
H -1.18 -4.99 -2.04 0.11
H 0.11 -4.65 -3.20 0.09
H -1.06 -3.38 -2.79 0.09
S -5.14 0.66 -1.83 1.21
C -4.07 2.02 -1.93 -0.44
C -4.34 3.26 -2.53 -0.04
C -3.28 4.19 -2.62 -0.06
C -2.06 3.94 -2.07 -0.01
C -1.77 2.73 -1.24 -0.17
C -2.84 1.69 -1.39 -0.22
N -2.77 0.38 -0.96 0.02
C -3.90 -0.27 -1.12 -0.53
C -3.97 -1.66 -0.72 -0.23
C -5.15 -2.40 -0.65 -0.01
C -5.12 -3.72 -0.24 -0.04
C -3.91 -4.30 0.13 -0.05
C -2.73 -3.57 0.07 -0.10
C -2.76 -2.26 -0.36 -0.12
H -5.32 3.49 -2.95 0.12
H -3.44 5.12 -3.15 0.12
H -1.29 4.70 -2.13 0.11
H -1.78 3.06 -0.19 0.17
H -6.09 -1.92 -0.91 0.12
H -6.04 -4.30 -0.19 0.12
H -3.88 -5.33 0.46 0.12
H -1.81 -4.05 0.39 0.09
C 4.20 -0.20 1.49 -0.06
C 4.18 1.16 0.82 -0.19
N 3.76 2.24 1.72 -0.05
C 4.68 2.64 2.80 -0.18
C 4.19 2.28 4.20 -0.07
C 2.60 2.92 1.58 -0.44
O 2.24 3.82 2.32 0.10
C 1.69 2.56 0.43 -0.09
C 1.67 3.35 -0.74 0.01
C 0.71 3.12 -1.67 0.01
C -0.36 2.10 -1.44 -0.27
N -0.17 1.22 -0.30 0.04
C 0.75 1.52 0.56 -0.10
H 4.54 -0.96 0.79 0.08
H 3.19 -0.46 1.85 0.05
H 4.87 -0.21 2.35 0.08
H 3.50 1.14 -0.03 0.11
H 5.17 1.40 0.43 0.13
H 4.83 3.71 2.73 0.13
H 5.63 2.14 2.60 0.12
H 3.29 2.83 4.45 0.07
H 4.96 2.52 4.93 0.08
H 3.98 1.20 4.28 0.06
H 2.43 4.11 -0.89 0.14
H 0.70 3.66 -2.61 0.13
H -0.46 1.48 -2.34 0.14
H 0.83 0.86 1.43 0.11
Cl 1.96 -2.28 -4.47 0.61
C 1.65 -0.66 -3.77 -0.46
C 0.78 -0.80 -2.54 -0.73
O -0.50 -0.96 -2.72 -0.11
O 1.30 -0.74 -1.41 -0.05
H 1.17 -0.05 -4.53 0.09
H 2.61 -0.24 -3.49 0.08
```

Properties
* net charge: +2
* LUMO energy (alpha / beta): -6.97 / -9.79 eV
* frontier orbital gap (alpha / beta): 4.75 / 3.88 eV
* multiplicity: 5